Entry 1:
Computed, not measured: a structure of composition C5H5N3O in a non-equilibrium geometry, with the ωB97M-V functional and the def2-TZVPD basis.

The geometry in XYZ format:
```
14
Properties=species:S:1:pos:R:3:forces:R:3
C 0.045 0.503 -1.566 0.17 -0.14 -0.24
C -0.669 -0.487 -0.635 0.11 1.89 0.44
C 0.721 1.267 -0.450 -0.23 0.86 0.02
C -0.034 -1.615 1.566 0.74 1.82 2.62
N 1.296 2.383 -0.350 -0.01 0.06 -0.05
N -1.137 -1.940 1.944 -0.01 -0.47 -1.42
C 0.429 0.397 0.727 -1.11 -1.93 -2.25
O -1.772 -0.927 -0.754 0.50 -0.36 0.17
N 0.729 0.031 1.839 -0.63 -1.70 0.51
H 1.351 2.872 -1.244 0.09 -0.13 -0.04
H -1.985 -1.400 1.992 0.22 0.35 0.55
H 0.775 -0.032 -2.179 0.04 0.06 -0.05
H -0.610 1.099 -2.207 0.05 -0.05 0.04
H 0.861 -2.151 1.316 0.07 -0.25 -0.30
```
Forces are in eV/Å.

Properties
* electronic energy: -432.84320 Eh
* energy relative to the best compared isomer or geometry (same formula, charge and spin): 125.8 kcal per mole
* HOMO-LUMO gap: 7.6 eV

---

Entry 2:
Computed, not measured: an isolated molecule of C5H5N3O in a non-equilibrium geometry, with the ωB97M-V functional and the def2-TZVPD basis.

The geometry in XYZ format:
```
14
Properties=species:S:1:pos:R:3:forces:R:3
O -3.363 -0.192 -0.156 2.08 -0.42 0.10
C -2.184 -0.466 -0.023 -1.58 0.40 0.10
C -1.598 -1.697 0.705 -1.45 0.32 -0.76
N -0.350 -1.629 0.697 1.35 -0.17 0.03
C -0.034 -0.374 -0.031 -1.71 -0.53 0.74
C 1.338 0.014 -0.186 0.65 -0.53 -0.26
C 1.662 1.443 0.162 -0.12 -0.40 0.21
N 1.597 1.009 -1.210 0.26 0.43 -0.19
N -1.052 0.290 -0.443 -0.04 -0.07 -0.10
H -2.252 -2.505 1.055 0.59 0.27 0.18
H 2.053 -0.805 -0.089 -0.08 0.41 0.10
H 2.653 1.646 0.541 -0.04 0.10 0.07
H 0.814 1.967 0.596 0.25 0.21 -0.13
H 0.717 1.300 -1.619 -0.15 -0.02 -0.10
```
Forces are in eV/Å.

Properties
* electronic energy: -432.97094 Eh
* energy relative to the best compared isomer or geometry (same formula, charge and spin): 45.7 kcal per mole
* HOMO-LUMO gap: 8.7 eV
* structure (SMILES): O=C1C=NC([C@@H]2CN2)=N1

---

Entry 3:
Computed, not measured: an isolated molecule of C5H5N3O3 in a non-equilibrium geometry, with the ωB97M-V functional and the def2-TZVPD basis.

The geometry in XYZ format:
```
16
Properties=species:S:1:pos:R:3:forces:R:3
N 3.416 1.447 1.077 -0.65 -2.89 4.37
N 2.600 0.381 0.424 -7.17 5.42 1.36
C 1.220 0.945 0.629 2.14 -4.38 -3.45
C -0.005 0.432 -0.180 1.78 -0.64 1.24
C 0.073 -0.479 -1.202 -0.24 -0.67 -2.62
C -1.230 -1.112 -1.297 0.14 3.67 1.33
C -2.057 -0.308 -0.423 5.96 -2.00 -2.62
N -3.194 -0.903 -0.056 -3.36 0.89 2.77
O -3.631 -0.572 1.077 -0.12 -1.21 -1.84
O -3.658 -1.659 -0.889 -1.22 -0.38 0.88
O -1.349 0.551 0.352 2.22 -0.90 -1.36
H 3.396 1.094 2.237 0.06 1.54 -3.93
H 4.354 1.161 0.870 0.72 -0.18 -0.34
H 0.715 1.567 1.330 1.41 1.36 1.24
H 0.905 -0.586 -2.066 -1.72 0.09 2.93
H -1.554 -1.959 -1.883 0.04 0.29 0.05
```
Forces are in eV/Å.

Properties
* electronic energy: -583.19531 Eh
* energy relative to the best compared isomer or geometry (same formula, charge and spin): 198.3 kcal per mole
* HOMO-LUMO gap: 7.3 eV
* structure (SMILES): N/N=C/c1ccc([N+](=O)[O-])o1

---

Entry 4:
Computed, not measured: an isolated molecule of C5H5NO in a non-equilibrium geometry, with the ωB97M-V functional and the def2-TZVPD basis.

The geometry in XYZ format:
```
12
Properties=species:S:1:pos:R:3:forces:R:3
N 0.869 -1.522 -2.397 -0.18 1.33 0.92
C 0.640 -0.594 -1.736 0.20 -1.47 -0.79
C 0.233 0.523 -0.923 -0.05 0.07 -0.07
C 0.786 0.781 0.453 -0.04 0.04 0.26
C -0.624 0.321 0.317 0.02 0.32 0.28
C -0.955 -0.961 1.038 0.13 -0.42 0.47
O -0.468 -1.243 2.110 -0.10 0.28 -0.76
H -0.002 1.414 -1.505 -0.07 -0.29 0.11
H 1.386 -0.017 0.872 0.29 0.25 -0.02
H 1.029 1.795 0.766 -0.04 -0.27 -0.23
H -1.441 1.031 0.381 -0.01 0.09 0.10
H -1.715 -1.633 0.619 -0.14 0.07 -0.28
```
Forces are in eV/Å.

Properties
* electronic energy: -323.45921 Eh
* energy relative to the best compared isomer or geometry (same formula, charge and spin): 37.9 kcal per mole
* HOMO-LUMO gap: 11.0 eV
* structure (SMILES): N#C[C@@H]1C[C@@H]1C=O

---

Entry 5:
Computed, not measured: an isolated molecule of C5H5NO, with the ωB97M-V functional and the def2-TZVPD basis.

The geometry in XYZ format:
```
12
Properties=species:S:1:pos:R:3:forces:R:3
C -0.703 2.798 1.051 0.28 -0.47 -0.14
C -0.099 1.773 0.857 -0.25 0.52 0.02
C 0.524 0.476 0.596 0.32 -0.23 0.03
O 1.583 0.146 1.093 -0.41 0.19 -0.33
C -0.313 -0.459 -0.224 -0.20 0.13 0.09
C 0.208 -1.399 -1.267 0.08 0.01 -0.24
N -0.118 -1.882 0.056 0.03 -0.16 0.16
H -1.239 3.711 1.212 0.15 -0.19 0.01
H -1.346 -0.137 -0.328 0.11 -0.10 0.04
H 1.248 -1.417 -1.581 -0.09 0.36 0.17
H -0.503 -1.680 -2.043 0.16 0.06 0.14
H 0.760 -1.931 0.578 -0.18 -0.12 0.04
```
Forces are in eV/Å.

Properties
* electronic energy: -323.40193 Eh
* energy relative to the best compared isomer or geometry (same formula, charge and spin): 73.9 kcal per mole
* HOMO-LUMO gap: 9.9 eV
* structure (SMILES): C#CC(=O)[C@H]1CN1

---

Entry 6:
Computed, not measured: an isolated molecule of C5H5NO, with the ωB97M-V functional and the def2-TZVPD basis.

The geometry in XYZ format:
```
12
Properties=species:S:1:pos:R:3:forces:R:3
O -1.704 -1.247 2.023 0.48 0.75 -0.29
C -1.196 -0.309 1.543 -0.35 -0.40 0.29
C -0.628 0.750 1.009 -0.11 -0.08 0.09
C 0.717 0.676 0.308 0.08 -0.06 -0.04
C 0.448 0.207 -1.109 -0.08 0.30 0.08
C 0.196 -1.195 -1.310 0.40 0.02 -0.22
N 1.329 -0.860 -1.735 -0.29 -0.26 0.12
H -1.295 1.578 0.791 0.06 -0.06 0.20
H 1.388 -0.047 0.787 -0.19 0.13 0.00
H 1.219 1.650 0.348 -0.17 -0.16 -0.06
H 0.002 0.944 -1.779 0.13 -0.14 0.02
H -0.408 -2.076 -1.142 0.05 -0.03 -0.21
```
Forces are in eV/Å.

Properties
* electronic energy: -323.40699 Eh
* energy relative to the best compared isomer or geometry (same formula, charge and spin): 70.7 kcal per mole
* HOMO-LUMO gap: 9.7 eV
* structure (SMILES): O=C=CC[C@@H]1C=N1

---

Entry 7:
Computed, not measured: an isolated molecule of C5H5NO in a non-equilibrium geometry, with the ωB97M-V functional and the def2-TZVPD basis.

The geometry in XYZ format:
```
12
Properties=species:S:1:pos:R:3:forces:R:3
N 1.682 2.169 0.290 0.55 2.22 0.78
C 1.505 1.131 -0.121 0.27 -0.49 -0.56
C 1.120 -0.157 -0.533 0.71 -2.82 -3.00
C 0.364 -0.829 0.512 -2.24 -0.46 0.89
C -0.914 -0.603 0.653 -3.10 0.81 -0.07
C -1.649 0.442 -0.175 1.41 -1.03 0.90
O -2.826 0.523 -0.354 -0.49 -0.06 0.04
H 1.931 -0.895 -0.665 0.51 1.05 -0.41
H 0.579 -0.191 -1.567 0.87 0.42 1.90
H 0.681 -1.599 1.170 1.38 -0.44 0.18
H -1.562 -1.122 1.355 0.29 -0.15 0.05
H -0.911 1.132 -0.566 -0.16 0.94 -0.69
```
Forces are in eV/Å.

Properties
* electronic energy: -323.44504 Eh
* energy relative to the best compared isomer or geometry (same formula, charge and spin): 46.8 kcal per mole
* HOMO-LUMO gap: 10.0 eV
* structure (SMILES): N#CC/C=C\C=O

---

Entry 8:
Computed, not measured: an isolated molecule of C5H5NO, with the ωB97M-V functional and the def2-TZVPD basis.

The geometry in XYZ format:
```
12
Properties=species:S:1:pos:R:3:forces:R:3
C -0.381 2.403 0.213 0.04 0.34 -0.03
C -0.645 1.138 0.226 -0.10 -0.12 0.07
C -0.900 -0.133 0.256 0.07 -0.49 -0.13
C 0.156 -1.213 0.141 -0.35 -0.16 0.61
O -0.329 -2.212 -0.735 -0.12 0.07 -0.10
C 1.414 -0.651 -0.328 0.13 -0.08 -0.06
N 2.410 -0.254 -0.722 0.51 0.20 -0.16
H -0.362 2.965 -0.706 -0.01 0.02 -0.21
H -0.174 2.950 1.119 0.04 -0.01 0.20
H -1.907 -0.516 0.342 -0.15 0.05 0.08
H 0.340 -1.647 1.146 -0.07 0.15 -0.34
H 0.378 -2.830 -0.951 0.02 0.02 0.08
```
Forces are in eV/Å.

Properties
* electronic energy: -323.43343 Eh
* energy relative to the best compared isomer or geometry (same formula, charge and spin): 54.1 kcal per mole
* HOMO-LUMO gap: 11.0 eV
* structure (SMILES): C=C=C[C@@H](O)C#N

---

Entry 9:
Computed, not measured: an isolated molecule of C5H5NO in a non-equilibrium geometry, with the ωB97M-V functional and the def2-TZVPD basis.

The geometry in XYZ format:
```
12
Properties=species:S:1:pos:R:3:forces:R:3
C -1.061 1.656 -0.033 0.21 0.17 0.02
C 0.005 0.881 -0.021 -0.77 -4.53 -0.11
N 1.340 1.173 0.026 1.03 0.57 0.09
C 2.012 0.098 0.025 -0.24 0.57 -0.02
O 1.376 -1.097 -0.028 0.13 -0.77 0.03
C 0.032 -0.870 -0.036 -0.81 4.42 0.11
C -0.969 -1.724 0.010 0.47 -0.24 -0.04
H -0.960 2.726 0.020 0.08 0.22 -0.03
H -2.050 1.248 -0.093 -0.24 -0.20 0.02
H 3.086 0.061 0.066 0.16 -0.21 -0.03
H -0.832 -2.790 0.046 0.16 -0.23 -0.02
H -1.978 -1.362 0.017 -0.19 0.23 -0.01
```
Forces are in eV/Å.

Properties
* electronic energy: -323.44548 Eh
* energy relative to the best compared isomer or geometry (same formula, charge and spin): 46.6 kcal per mole
* HOMO-LUMO gap: 9.2 eV
* structure (SMILES): C=c1ncoc1=C

---

Entry 10:
Computed, not measured: an isolated molecule of C5H5NO in a non-equilibrium geometry, with the ωB97M-V functional and the def2-TZVPD basis.

The geometry in XYZ format:
```
12
Properties=species:S:1:pos:R:3:forces:R:3
C 0.912 1.871 -0.776 -0.22 -1.40 -0.65
C 0.681 0.760 -0.185 -0.08 -0.35 1.48
C 0.358 -0.495 0.031 -0.03 0.13 0.85
C 1.385 -1.384 0.448 0.65 -0.85 0.57
N 2.176 -2.102 0.892 -0.48 0.40 -0.48
C -1.081 -0.844 0.341 -0.07 -0.42 0.31
O -2.019 0.018 -0.246 0.10 0.21 0.01
H 0.792 1.054 -1.649 0.72 3.72 -0.70
H 1.096 2.895 -0.357 -0.15 -1.19 -1.27
H -1.140 -0.837 1.437 -0.34 -0.16 -0.05
H -1.303 -1.852 -0.010 -0.02 0.05 0.01
H -1.857 0.916 0.074 -0.08 -0.15 -0.07
```
Forces are in eV/Å.

Properties
* electronic energy: -323.36695 Eh
* energy relative to the best compared isomer or geometry (same formula, charge and spin): 95.8 kcal per mole
* HOMO-LUMO gap: 9.7 eV
* structure (SMILES): C=C=C(C#N)CO

---

Entry 11:
Computed, not measured: a cluster of 2 separate species, C5H5NO in total in a non-equilibrium geometry, with the ωB97M-V functional and the def2-TZVPD basis.

The geometry in XYZ format:
```
12
Properties=species:S:1:pos:R:3:forces:R:3
O -2.764 -2.551 0.152 1.12 0.27 0.67
C -1.817 -2.307 0.729 -1.17 -0.35 -0.68
C -0.111 0.692 0.790 -0.12 -0.02 0.13
C 1.296 0.934 0.356 0.18 0.03 0.04
C 0.236 0.640 -0.681 -0.05 0.02 -0.15
C 0.238 -0.644 -1.345 0.01 -0.84 -0.41
N 0.231 -1.679 -1.865 0.01 1.01 0.51
H -0.342 -0.253 1.273 0.09 0.21 -0.10
H -0.712 1.535 1.117 0.12 -0.13 -0.06
H 2.032 0.159 0.550 -0.15 0.11 -0.05
H 1.682 1.948 0.380 -0.08 -0.17 -0.02
H -0.094 1.462 -1.310 0.05 -0.16 0.12
```
Forces are in eV/Å.

Properties
* electronic energy: -323.47157 Eh
* energy relative to the best compared isomer or geometry (same formula, charge and spin): 30.2 kcal per mole
* HOMO-LUMO gap: 11.8 eV

---

Entry 12:
Computed, not measured: an isolated molecule of C5H5NO, with the ωB97M-V functional and the def2-TZVPD basis.

The geometry in XYZ format:
```
12
Properties=species:S:1:pos:R:3:forces:R:3
O -0.449 -0.903 -2.485 -0.25 0.10 0.02
C 0.155 -1.293 -1.330 0.12 -0.13 0.34
C 0.906 2.058 0.776 -0.08 -0.09 0.07
C 0.165 1.111 1.290 -0.15 -0.20 0.10
N -0.539 0.238 1.792 0.40 0.50 -0.27
C -0.357 -1.235 -0.125 0.04 0.11 -0.04
C -0.785 -0.987 1.089 -0.02 -0.23 -0.20
H -1.300 -0.500 -2.261 0.10 -0.07 -0.10
H 1.145 -1.700 -1.517 -0.13 0.02 0.07
H 1.974 2.080 0.956 -0.14 -0.03 0.02
H 0.459 2.824 0.151 0.02 -0.09 0.11
H -1.374 -1.695 1.664 0.09 0.10 -0.11
```
Forces are in eV/Å.

Properties
* electronic energy: -323.39504 Eh
* energy relative to the best compared isomer or geometry (same formula, charge and spin): 78.2 kcal per mole
* HOMO-LUMO gap: 9.6 eV